Formula: C34H68Cl4O16
Source: the Open Molecules 2025 dataset
Level of theory: ωB97M-V/def2-TZVPD

Each atom is followed by the atoms it is bonded to, with distances in Å.
CARTESIAN COORDINATES (ANGSTROEM)
1 C 3.5223 2.4783 -4.3026  Cl2 1.755, Cl3 1.763, H4 1.090, H5 1.090
2 Cl 2.6685 3.2445 -2.9747  C1 1.755
3 Cl 3.1578 0.7601 -4.4572  C1 1.763
4 H 3.2305 2.8846 -5.2710  C1 1.090
5 H 4.5935 2.6358 -4.1770  C1 1.090
6 C 1.1368 3.8720 3.8982  Cl7 1.804, Cl8 1.806, H9 1.090, H10 1.090
7 Cl 1.3226 2.2141 3.2120  C6 1.804
8 Cl 2.2936 5.0569 3.1777  C6 1.806
9 H 0.1423 4.2879 3.7372  C6 1.090
10 H 1.3073 3.8193 4.9735  C6 1.090
11 O -0.2525 -1.8329 0.2973  C12 1.232
12 C -0.8402 -0.7715 0.0821  O11 1.232, O13 1.304, C16 1.563
13 O -0.3199 0.3976 -0.1684  C12 1.304, C14 1.412
14 C 1.0656 0.6381 -0.0414  O13 1.412, C15 1.560, H17 1.090, H18 1.090
15 C 1.9887 0.1985 -1.2198  C14 1.560, H19 1.090, H20 1.090, H21 1.090
16 C -2.3958 -0.6457 0.1667  C12 1.563, H22 1.090, H23 1.090, H24 1.090
17 H 1.4023 0.2907 0.9354  C14 1.090
18 H 1.1491 1.7243 -0.0045  C14 1.090
19 H 1.4913 0.3737 -2.1738  C15 1.090
20 H 2.3615 -0.8218 -1.1302  C15 1.090
21 H 2.9032 0.7864 -1.1402  C15 1.090
22 H -2.7201 0.3642 -0.0845  C16 1.090
23 H -2.7387 -0.6861 1.2005  C16 1.090
24 H -2.9605 -1.3220 -0.4751  C16 1.090
25 O -3.2325 -1.5073 -3.3699  C26 1.214
26 C -3.4008 -0.5725 -4.1259  O25 1.214, O27 1.361, C30 1.508
27 O -2.6445 -0.3195 -5.2289  C26 1.361, C28 1.383
28 C -1.5343 -1.0527 -5.6074  O27 1.383, C29 1.585, H31 1.090, H32 1.090
29 C -0.4249 -0.7920 -4.5056  C28 1.585, H33 1.090, H34 1.090, H35 1.090
30 C -4.4545 0.4946 -3.9637  C26 1.508, H36 1.090, H37 1.090, H38 1.090
31 H -1.1740 -0.6858 -6.5685  C28 1.090
32 H -1.7307 -2.1110 -5.7790  C28 1.090
33 H 0.3563 -1.5510 -4.5464  C29 1.090
34 H -0.7364 -0.9620 -3.4750  C29 1.090
35 H 0.1908 0.0605 -4.7923  C29 1.090
36 H -4.1166 1.2814 -3.2893  C30 1.090
37 H -5.4324 0.2269 -3.5636  C30 1.090
38 H -4.7158 0.9989 -4.8940  C30 1.090
39 O 0.1910 -6.4327 -4.2307  C40 1.231
40 C -0.4437 -6.1725 -3.2079  O39 1.231, O41 1.364, C44 1.505
41 O -0.4686 -5.0028 -2.5062  C40 1.364, C42 1.352
42 C -0.0817 -3.8287 -3.0535  O41 1.352, C43 1.607, H45 1.090, H46 1.090
43 C 1.3284 -3.4258 -2.3973  C42 1.607, H47 1.090, H48 1.090, H49 1.090
44 C -0.9254 -7.3239 -2.3662  C40 1.505, H50 1.090, H51 1.090, H52 1.090
45 H -0.7976 -3.1185 -2.6396  C42 1.090
46 H -0.0649 -3.9288 -4.1387  C42 1.090
47 H 1.7541 -2.6191 -2.9941  C43 1.090
48 H 2.0132 -4.2704 -2.3220  C43 1.090
49 H 1.2560 -3.1270 -1.3516  C43 1.090
50 H -1.2360 -8.1484 -3.0079  C44 1.090
51 H -1.8955 -6.9614 -2.0259  C44 1.090
52 H -0.2564 -7.8528 -1.6874  C44 1.090
53 O 5.4536 5.3543 -2.3037  C54 1.249
54 C 6.1202 5.4014 -1.2488  O53 1.249, O55 1.344, C58 1.471
55 O 6.1438 4.4402 -0.3099  C54 1.344, C56 1.448
56 C 5.4910 3.1499 -0.3862  O55 1.448, C57 1.595, H59 1.090, H60 1.090
57 C 4.1458 3.1522 0.4705  C56 1.595, H61 1.090, H62 1.090, H63 1.090
58 C 6.9780 6.5079 -0.7978  C54 1.471, H64 1.090, H65 1.090, H66 1.090
59 H 6.1335 2.4293 0.1199  C56 1.090
60 H 5.2217 2.8159 -1.3882  C56 1.090
61 H 3.4956 2.2778 0.4403  C57 1.090
62 H 3.6234 4.0899 0.2812  C57 1.090
63 H 4.2830 3.1103 1.5510  C57 1.090
64 H 8.0308 6.2259 -0.8159  C58 1.090
65 H 6.5662 6.9102 0.1278  C58 1.090
66 H 6.7850 7.3514 -1.4606  C58 1.090
67 O -2.5041 3.8543 3.8678  C68 1.275
68 C -3.6143 4.2896 3.4173  O67 1.275, O69 1.358, C72 1.515
69 O -4.5830 3.6685 2.6959  C68 1.358, C70 1.463
70 C -4.3466 2.2739 2.3208  O69 1.463, C71 1.499, H73 1.090, H74 1.090
71 C -5.3361 2.1581 1.2014  C70 1.499, H75 1.090, H76 1.090, H77 1.090
72 C -4.0771 5.6448 3.9117  C68 1.515, H78 1.090, H79 1.090, H80 1.090
73 H -4.5333 1.6719 3.2101  C70 1.090
74 H -3.2793 2.1321 2.1514  C70 1.090
75 H -5.1796 1.1636 0.7836  C71 1.090
76 H -5.0756 2.8401 0.3920  C71 1.090
77 H -6.3790 2.3231 1.4720  C71 1.090
78 H -3.2340 6.3238 4.0396  C72 1.090
79 H -4.6187 5.3617 4.8142  C72 1.090
80 H -4.7368 6.1278 3.1908  C72 1.090
81 O 1.5385 -4.2484 3.7416  C82 1.252
82 C 1.8290 -3.0397 3.5950  O81 1.252, O83 1.281, C86 1.543
83 O 2.9990 -2.5186 3.6323  C82 1.281, C84 1.424
84 C 4.1362 -3.2658 4.0525  O83 1.424, C85 1.540, H87 1.090, H88 1.090
85 C 5.2428 -2.5441 3.2602  C84 1.540, H89 1.090, H90 1.090, H91 1.090
86 C 0.6491 -2.0462 3.5741  C82 1.543, H92 1.090, H93 1.090, H94 1.090
87 H 4.1375 -4.3010 3.7112  C84 1.090
88 H 4.3841 -3.3116 5.1129  C84 1.090
89 H 5.1820 -1.4846 3.5092  C85 1.090
90 H 5.1037 -2.5875 2.1800  C85 1.090
91 H 6.1556 -3.0388 3.5921  C85 1.090
92 H -0.2714 -2.6178 3.4555  C86 1.090
93 H 0.7559 -1.3192 2.7689  C86 1.090
94 H 0.6268 -1.5605 4.5497  C86 1.090
95 O -1.6682 4.5698 -3.3648  C96 1.265
96 C -1.1105 3.5935 -2.7856  O95 1.265, O97 1.353, C100 1.529
97 O -0.5916 3.6556 -1.5372  C96 1.353, C98 1.411
98 C -0.4517 4.8471 -0.7943  O97 1.411, C99 1.532, H101 1.090, H102 1.090
99 C -0.7793 4.5911 0.6803  C98 1.532, H103 1.090, H104 1.090, H105 1.090
100 C -0.9909 2.1915 -3.3835  C96 1.529, H106 1.090, H107 1.090, H108 1.090
101 H -0.9935 5.6886 -1.2260  C98 1.090
102 H 0.5946 5.1515 -0.7686  C98 1.090
103 H -1.2619 5.4801 1.0866  C99 1.090
104 H 0.1901 4.4566 1.1601  C99 1.090
105 H -1.5041 3.8179 0.9351  C99 1.090
106 H -0.2850 2.0777 -4.2063  C100 1.090
107 H -1.9799 2.0128 -3.8055  C100 1.090
108 H -0.8697 1.3646 -2.6838  C100 1.090
109 O -4.0965 -7.5114 3.4328  C110 1.165
110 C -3.4294 -6.7249 3.9756  O109 1.165, O111 1.321, C114 1.526
111 O -2.7047 -5.7709 3.4179  C110 1.321, C112 1.442
112 C -2.9018 -5.3172 2.0639  O111 1.442, C113 1.513, H115 1.090, H116 1.090
113 C -1.9701 -4.1488 1.8286  C112 1.513, H117 1.090, H118 1.090, H119 1.090
114 C -2.9871 -6.8266 5.4323  C110 1.526, H120 1.090, H121 1.090, H122 1.090
115 H -3.9135 -4.9819 1.8354  C112 1.090
116 H -2.6467 -6.1390 1.3948  C112 1.090
117 H -2.2118 -3.2037 2.3149  C113 1.090
118 H -1.9795 -4.0203 0.7462  C113 1.090
119 H -0.9137 -4.3875 1.9513  C113 1.090
120 H -2.9797 -5.8992 6.0049  C114 1.090
121 H -2.1041 -7.4464 5.5882  C114 1.090
122 H -3.7346 -7.5290 5.8011  C114 1.090

For the highest occupied orbital energy (spin up / spin down), the calculation gives 0.6339 / -8.0579 eV. As for the spin multiplicity: 2. The expectation value of S² is 0.750. The total charge is -1. The calculation puts the total energy at -4380.811509 a.u.